(1)
Below is a cluster of 14 separate species, C34H100F3N17O16S in total in a non-equilibrium geometry, with properties calculated with ωB97M-V/def2-TZVPD.

Values from the calculation:
Strongest force on any atom (hartree/bohr): 0.0700
Highest occupied orbital energy (eV): -8.60
Orbital gap (Eh): 0.3154
Multiplicity: 1

Last column: Mulliken charge in e.
Geometry (Å):
O -2.044 2.436 -1.568  0.121
H -2.922 2.017 -1.872  0.569
H -1.833 3.197 -2.157  0.552
H -2.244 2.766 -0.632  0.324
C -0.718 -0.978 -0.053  -0.394
F -0.329 -2.232 0.139  -0.028
F -1.505 -1.039 -1.141  -0.195
F -1.434 -0.527 0.982  0.579
S 0.810 0.077 -0.390  -0.230
O 0.348 1.182 -1.213  -0.410
O 1.317 0.409 0.937  -0.129
O 1.734 -0.744 -1.160  -0.303
C 5.408 -1.380 -3.241  0.490
O 5.768 -0.265 -3.622  -0.739
N 6.230 -2.462 -3.209  -0.300
N 4.237 -1.524 -2.580  0.557
H 7.208 -2.272 -3.331  0.210
H 5.922 -3.396 -2.986  0.137
H 3.585 -0.760 -2.603  -0.154
H 4.019 -2.403 -2.143  -0.182
C -0.125 4.822 -0.408  0.611
O -1.346 4.583 -0.267  -0.803
N 0.238 6.115 -0.465  -0.470
N 0.772 3.890 -0.763  0.302
H 1.224 6.311 -0.406  0.144
H -0.417 6.860 -0.598  0.244
H 0.420 2.979 -1.030  -0.227
H 1.760 4.063 -0.710  0.221
C 3.345 -3.460 0.967  0.242
O 4.069 -4.416 1.254  -0.777
N 3.384 -2.240 1.618  0.036
N 2.829 -3.279 -0.254  0.771
H 2.680 -1.557 1.389  -0.024
H 3.762 -2.234 2.560  0.177
H 2.824 -4.071 -0.874  -0.273
H 2.483 -2.383 -0.563  -0.304
C -0.365 2.401 3.520  0.541
O -1.380 1.755 3.223  -0.565
N -0.383 3.161 4.662  -0.455
N 0.630 2.679 2.661  0.076
H -1.251 3.197 5.164  0.278
H 0.215 3.968 4.623  0.177
H 0.887 1.846 2.114  -0.377
H 1.418 3.183 3.035  0.264
C -2.132 -1.352 5.491  0.423
O -2.036 -2.341 6.203  -0.730
N -3.077 -0.382 5.673  -0.303
N -1.408 -1.202 4.352  1.647
H -3.800 -0.742 6.276  0.235
H -3.068 0.538 5.281  0.139
H -1.465 -0.348 3.815  -0.637
H -0.542 -1.717 4.224  -0.423
C 1.785 0.000 5.254  -1.181
C 2.717 -1.197 5.079  0.149
C 1.984 -2.472 4.804  -1.360
O 1.062 -2.404 3.730  -0.239
C 0.736 -3.686 3.215  -1.009
N 3.664 -0.860 4.004  -0.530
H 1.014 -0.196 6.006  0.462
H 1.263 0.213 4.320  -0.019
H 2.325 0.889 5.586  0.450
H 3.279 -1.393 5.995  0.445
H 1.438 -2.760 5.711  0.467
H 2.711 -3.276 4.649  0.623
H 0.053 -4.181 3.912  0.354
H 1.596 -4.303 2.952  0.627
H 0.129 -3.412 2.353  -0.049
H 3.162 -0.670 3.148  -0.003
H 4.136 0.009 4.232  0.345
C -4.684 -4.653 2.896  -1.712
C -3.574 -3.626 2.652  0.836
C -2.815 -3.955 1.332  0.048
O -1.746 -4.819 1.648  -0.379
C -0.848 -5.165 0.582  -0.379
N -4.140 -2.289 2.588  -0.418
H -5.357 -4.682 2.040  0.392
H -5.223 -4.448 3.820  0.507
H -4.140 -5.596 2.981  0.354
H -2.822 -3.616 3.447  -0.064
H -2.416 -3.057 0.850  -0.359
H -3.484 -4.465 0.628  0.362
H -0.392 -4.246 0.213  -0.092
H -1.361 -5.676 -0.237  0.375
H -0.091 -5.840 0.974  0.342
H -3.481 -1.655 3.028  -0.072
H -4.968 -2.273 3.171  0.266
C 1.024 2.085 -4.564  -1.458
C 0.460 3.491 -4.325  0.622
C 0.659 4.380 -5.563  -1.011
O 0.028 5.646 -5.385  -0.299
C 0.041 6.453 -6.534  -0.781
N -0.978 3.402 -4.005  -0.465
H 0.293 1.640 -5.246  0.408
H 1.006 1.501 -3.645  0.070
H 2.013 2.049 -5.017  0.482
H 0.940 3.995 -3.483  0.140
H 0.225 3.869 -6.430  0.410
H 1.721 4.575 -5.731  0.467
H -0.405 7.427 -6.338  0.248
H -0.623 6.043 -7.305  0.323
H 1.040 6.544 -6.964  0.300
H -1.462 2.965 -4.787  0.264
H -1.206 4.394 -4.109  0.343
C -4.780 -0.434 -1.423  -1.400
C -4.546 0.252 -2.742  0.595
C -5.679 -0.040 -3.752  -1.053
O -5.536 0.661 -4.954  -0.279
C -6.681 0.551 -5.764  -0.771
N -4.405 1.715 -2.569  -0.658
H -4.711 -1.518 -1.475  0.556
H -5.663 -0.046 -0.913  0.412
H -3.948 -0.160 -0.767  0.035
H -3.609 -0.047 -3.219  0.235
H -6.656 0.084 -3.263  0.432
H -5.698 -1.122 -3.940  0.464
H -6.660 1.394 -6.455  0.245
H -7.617 0.587 -5.199  0.339
H -6.760 -0.357 -6.369  0.287
H -5.278 1.927 -2.073  0.284
H -4.700 2.195 -3.421  0.273
C -4.850 4.161 1.106  -1.599
C -3.910 3.149 1.796  0.319
C -4.636 1.803 1.961  0.196
O -5.776 1.855 2.767  -0.468
C -5.671 2.605 3.945  -0.415
N -2.667 3.072 0.980  0.003
H -5.778 4.310 1.660  0.419
H -5.149 3.870 0.098  0.131
H -4.310 5.107 1.035  0.444
H -3.609 3.569 2.757  0.373
H -3.882 1.093 2.329  0.094
H -4.975 1.465 0.982  -0.202
H -6.541 2.471 4.587  0.331
H -5.523 3.679 3.817  0.254
H -4.829 2.248 4.553  -0.003
H -2.160 2.493 1.655  -0.819
H -2.266 4.004 0.900  0.409
C 2.929 -6.085 -4.639  -1.595
C 3.236 -4.738 -3.976  0.384
C 1.996 -4.017 -3.483  -0.036
O 1.048 -3.825 -4.505  -0.469
C 1.071 -2.513 -5.044  -0.683
N 4.301 -4.977 -2.974  -0.490
H 3.843 -6.509 -5.056  0.446
H 2.165 -6.053 -5.419  0.326
H 2.495 -6.787 -3.921  0.358
H 3.658 -4.129 -4.783  0.105
H 2.278 -3.091 -2.978  0.158
H 1.507 -4.580 -2.677  0.178
H 1.967 -1.919 -4.861  0.311
H 0.169 -1.968 -4.763  0.170
H 1.034 -2.726 -6.117  0.390
H 4.983 -5.468 -3.541  0.362
H 3.944 -5.638 -2.291  0.261
C 5.611 1.266 -0.127  -1.486
C 5.724 1.212 1.398  0.639
C 4.925 2.198 2.280  -0.064
O 5.185 1.969 3.682  -0.266
C 6.553 2.123 4.061  -0.868
N 5.521 -0.183 1.841  -0.570
H 5.929 0.338 -0.596  0.302
H 6.322 2.009 -0.495  0.496
H 4.615 1.541 -0.479  0.070
H 6.774 1.452 1.592  0.300
H 3.861 1.949 2.254  -0.371
H 5.133 3.226 1.968  0.454
H 7.343 1.494 3.643  0.355
H 6.467 1.814 5.104  0.279
H 6.876 3.156 3.907  0.312
H 5.363 -0.018 2.827  0.280
H 4.642 -0.546 1.484  0.263

(2)
Below is a structure of composition C34H100FN2O18Zr in a non-equilibrium geometry, with properties calculated with ωB97M-V/def2-TZVPD.

Values from the calculation:
Net charge: +2
Strongest force on any atom (hartree/bohr): 0.1408
Highest occupied orbital energy (alpha / beta) (eV): -12.95 / -13.01
Orbital gap (alpha / beta) (Eh): 0.2005 / 0.1990
Multiplicity: 2

Last column: Mulliken spin population.
Geometry (Å):
Zr 9.105 4.482 2.546  0.063
C 9.528 1.007 -0.706  0.011
C 8.365 1.880 -1.194  -0.015
C 7.579 0.840 -2.115  0.015
C 6.175 1.328 -2.563  -0.015
C 5.344 1.704 -1.306  0.011
C 6.041 2.774 -0.415  -0.033
N 7.447 2.357 -0.099  0.665
O 8.137 2.957 1.037  0.227
C 5.153 2.828 0.920  0.016
C 5.927 4.145 -1.086  0.064
C 8.836 3.054 -2.078  0.037
H 10.128 1.496 0.060  0.001
H 10.208 0.814 -1.536  0.000
H 9.066 0.127 -0.258  0.000
H 7.339 -0.095 -1.607  -0.002
H 8.073 0.648 -3.067  0.000
H 5.642 0.526 -3.074  0.000
H 6.233 2.178 -3.243  0.000
H 5.153 0.780 -0.760  -0.003
H 4.395 2.116 -1.648  0.000
H 5.486 3.605 1.609  -0.001
H 5.156 1.917 1.520  0.000
H 4.103 3.038 0.715  0.000
H 6.249 4.080 -2.126  -0.008
H 6.542 4.947 -0.678  0.001
H 4.937 4.593 -1.011  0.001
H 9.830 2.813 -2.452  -0.006
H 8.992 3.922 -1.437  0.027
H 8.159 3.206 -2.919  -0.007
C 11.759 7.827 -0.072  -0.001
C 11.026 6.729 -0.870  0.008
C 11.478 6.889 -2.318  -0.004
C 12.901 6.245 -2.676  0.001
C 12.914 4.798 -2.163  -0.010
C 12.569 4.663 -0.655  0.020
N 11.258 5.329 -0.377  -0.008
O 10.767 5.032 0.981  -0.054
C 13.734 5.180 0.197  -0.001
C 12.397 3.130 -0.461  0.012
C 9.480 6.931 -0.982  0.001
H 11.897 7.597 0.985  -0.001
H 11.277 8.800 -0.159  -0.001
H 12.745 8.008 -0.499  0.000
H 11.653 7.929 -2.593  -0.001
H 10.738 6.479 -3.006  0.000
H 13.742 6.690 -2.144  0.000
H 13.138 6.245 -3.740  0.000
H 13.875 4.361 -2.436  -0.001
H 12.077 4.300 -2.652  0.000
H 14.646 4.630 -0.036  -0.003
H 13.432 5.099 1.241  -0.001
H 13.989 6.227 0.034  0.000
H 11.543 2.714 -0.996  -0.006
H 12.242 2.855 0.582  -0.005
H 13.285 2.547 -0.705  -0.003
H 9.176 7.925 -1.311  -0.001
H 8.981 6.703 -0.040  0.007
H 9.039 6.231 -1.692  0.001
F 7.465 5.684 1.862  0.002
C 13.716 1.422 4.055  0.000
O 13.196 2.261 2.977  0.000
H 14.259 2.078 4.735  0.000
H 12.964 0.954 4.689  0.000
H 14.338 0.644 3.611  0.000
H 13.917 2.592 2.436  0.000
C 10.762 11.221 -1.997  0.000
O 11.738 12.201 -2.380  0.000
H 9.931 11.081 -2.688  0.000
H 11.310 10.282 -1.923  0.000
H 10.222 11.380 -1.063  0.000
H 11.277 13.043 -2.357  0.000
C 9.450 7.789 3.054  0.000
O 9.303 6.456 3.641  0.002
H 9.185 8.532 3.807  0.000
H 10.488 8.029 2.825  0.000
H 8.904 8.014 2.138  0.000
H 9.580 6.619 4.546  0.000
C 12.233 5.429 3.798  -0.001
O 11.042 4.721 3.941  0.003
H 13.101 4.770 3.760  0.000
H 12.177 6.195 3.025  0.000
H 12.467 6.069 4.649  0.000
H 11.155 4.308 4.800  0.000
C 17.043 7.524 0.991  0.000
O 18.329 7.327 1.540  0.000
H 16.794 6.662 0.372  0.000
H 16.305 7.539 1.793  0.000
H 17.018 8.414 0.361  0.000
H 18.956 7.632 0.880  0.000
C 16.194 3.889 2.997  0.000
O 15.774 3.006 1.944  0.000
H 15.571 4.783 2.968  0.000
H 16.088 3.398 3.964  0.000
H 17.252 4.126 2.877  0.000
H 15.874 3.466 1.107  0.000
C 11.279 6.476 -6.649  0.000
O 12.533 6.308 -7.400  0.000
H 10.814 7.273 -7.230  0.000
H 10.757 5.525 -6.758  0.000
H 11.354 6.815 -5.616  0.000
H 13.039 5.734 -6.820  0.000
C 15.205 8.356 -5.745  0.000
O 15.652 9.202 -4.684  0.000
H 15.975 8.128 -6.481  0.000
H 14.653 7.500 -5.356  0.000
H 14.468 8.986 -6.242  0.000
H 15.762 10.076 -5.066  0.000
C 15.475 4.748 -6.316  0.000
O 14.191 4.745 -5.690  0.000
H 16.249 4.677 -5.552  0.000
H 15.565 3.868 -6.953  0.000
H 15.706 5.628 -6.918  0.000
H 14.153 4.008 -5.076  0.000
C 13.046 1.266 -3.739  0.000
O 13.654 1.609 -4.874  0.000
H 13.772 0.671 -3.184  0.000
H 12.741 2.139 -3.163  0.000
H 12.199 0.635 -4.008  0.000
H 12.923 1.642 -5.496  0.000
C 15.883 2.275 -1.312  0.000
O 16.731 3.370 -0.894  0.000
H 15.252 1.792 -0.566  0.000
H 15.205 2.547 -2.121  0.000
H 16.544 1.501 -1.700  0.000
H 17.129 3.813 -1.646  0.000
C 14.378 10.360 -2.022  0.000
O 15.623 9.793 -1.775  0.000
H 13.759 9.563 -2.436  0.000
H 14.044 10.763 -1.067  0.000
H 14.404 11.128 -2.795  0.000
H 15.964 9.375 -2.569  0.000
C 10.191 1.212 2.919  0.004
O 10.496 2.585 2.623  -0.005
H 10.517 0.571 2.100  -0.001
H 10.620 0.894 3.869  0.001
H 9.111 1.069 2.908  -0.001
H 11.456 2.597 2.632  0.000
C 6.266 8.478 -2.296  0.000
O 5.083 8.703 -1.623  0.000
H 7.050 8.752 -1.591  0.000
H 6.333 7.423 -2.562  0.000
H 6.408 9.103 -3.178  0.000
H 5.136 8.268 -0.768  0.000
C 8.220 5.577 -4.652  0.001
O 7.077 5.557 -5.565  0.000
H 8.868 4.701 -4.622  0.000
H 8.840 6.431 -4.922  0.000
H 7.851 5.841 -3.661  -0.001
H 7.383 5.086 -6.344  0.000
C 13.623 9.700 2.716  0.000
O 13.135 8.944 3.804  0.000
H 14.689 9.871 2.867  0.000
H 13.446 9.089 1.830  0.000
H 13.098 10.648 2.594  0.000
H 13.794 8.325 4.127  0.000

(3)
Below is a cluster of 17 separate species, C34H102O17S17 in total in a non-equilibrium geometry, with properties calculated with ωB97M-V/def2-TZVPD.

Values from the calculation:
Strongest force on any atom (hartree/bohr): 0.0562
Highest occupied orbital energy (eV): -8.24
Orbital gap (Eh): 0.3069
Multiplicity: 1

Last column: Mulliken charge in e.
Geometry (Å):
C 0.647 -5.645 7.471  -1.061
S 0.968 -4.604 6.043  0.501
O 0.303 -5.307 4.927  -0.564
C -0.133 -3.264 6.620  -0.450
H -0.354 -6.018 7.351  0.324
H 0.945 -5.120 8.408  0.367
H 1.306 -6.509 7.343  0.376
H -0.090 -2.479 5.844  -0.289
H 0.186 -2.957 7.599  0.477
H -1.166 -3.585 6.562  0.373
C -0.723 -5.665 1.840  -0.773
S -2.166 -4.686 1.961  0.401
O -1.891 -3.415 1.199  -0.579
C -3.156 -5.667 0.747  -0.906
H -0.877 -6.574 2.437  0.504
H 0.056 -5.128 2.448  -0.059
H -0.464 -5.984 0.849  0.427
H -3.044 -6.715 1.030  0.476
H -2.678 -5.441 -0.246  0.053
H -4.156 -5.265 0.759  0.349
C -2.913 -0.243 2.778  -0.174
S -2.135 -0.993 4.202  0.554
O -0.676 -0.663 4.071  -0.549
C -2.855 -0.099 5.561  -1.090
H -2.461 -0.751 1.954  -0.524
H -2.584 0.805 2.799  -0.011
H -3.982 -0.427 2.761  0.638
H -3.884 -0.423 5.602  0.446
H -2.832 0.936 5.319  0.222
H -2.376 -0.281 6.527  0.321
C 1.439 2.219 -5.933  -1.373
S 1.123 1.625 -4.313  0.815
O 0.114 2.571 -3.725  -0.648
C 0.129 0.293 -4.850  -0.455
H 2.052 1.495 -6.410  0.348
H 1.996 3.172 -5.848  0.380
H 0.485 2.358 -6.424  0.492
H -0.429 0.632 -5.715  0.592
H -0.538 0.140 -4.023  -0.285
H 0.693 -0.605 -4.941  -0.038
C 3.621 -1.571 -4.634  0.600
S 4.562 -2.425 -3.354  0.293
O 3.668 -2.266 -2.161  -0.599
C 4.289 -4.125 -3.842  -0.866
H 2.620 -1.856 -4.334  -0.655
H 3.782 -1.864 -5.662  0.613
H 3.832 -0.521 -4.437  -0.263
H 3.225 -4.329 -3.929  0.017
H 4.657 -4.759 -3.014  0.407
H 4.890 -4.381 -4.704  0.403
C -1.460 5.860 5.465  -0.112
S -3.292 5.804 5.527  0.449
O -3.821 7.192 5.631  -0.654
C -3.655 5.307 3.854  -0.537
H -1.047 4.867 5.524  -0.392
H -1.173 6.398 6.359  0.434
H -1.149 6.361 4.513  0.204
H -3.647 6.230 3.279  0.348
H -4.621 4.801 3.762  0.372
H -2.820 4.671 3.569  -0.082
C 4.536 3.371 2.305  -1.110
S 3.124 2.456 2.867  0.760
O 2.479 1.782 1.671  -0.794
C 3.838 1.080 3.672  -0.902
H 4.270 4.375 1.995  0.390
H 5.065 2.804 1.517  0.158
H 5.201 3.493 3.172  0.425
H 4.461 0.553 2.937  0.393
H 2.999 0.515 4.139  -0.089
H 4.401 1.372 4.574  0.544
C 5.073 -0.067 -0.537  0.541
S 4.744 1.292 -1.709  -0.092
O 4.979 0.749 -3.084  -0.411
C 3.056 1.143 -1.413  1.847
H 6.157 -0.194 -0.607  0.534
H 4.546 -0.928 -0.981  -0.453
H 4.688 0.246 0.440  -0.366
H 2.678 0.195 -1.822  -0.527
H 2.521 1.864 -2.026  -0.033
H 2.836 1.313 -0.337  -0.690
C 0.463 -1.594 -1.211  0.817
S -0.121 0.029 -0.918  0.830
O -1.583 -0.008 -1.358  -0.387
C -0.279 0.003 0.803  2.173
H 0.540 -1.748 -2.323  -0.184
H -0.225 -2.285 -0.763  -0.134
H 1.481 -1.745 -0.860  -0.427
H 0.711 0.130 1.233  -0.712
H -0.760 -0.954 1.048  -1.167
H -0.926 0.863 1.025  -0.223
C 0.945 0.447 6.614  -0.341
S 1.420 2.254 6.641  0.143
O 2.729 2.245 5.930  -0.509
C 0.294 2.688 5.368  -0.404
H 0.080 0.287 7.261  0.461
H 1.873 -0.065 6.948  0.399
H 0.641 0.132 5.598  -0.385
H 0.396 3.746 5.077  0.299
H -0.715 2.594 5.691  0.602
H 0.426 2.011 4.569  -0.288
C -3.121 2.585 -2.924  1.078
S -3.961 3.747 -3.847  0.323
O -5.150 4.042 -2.978  -0.606
C -2.763 5.022 -3.510  -0.663
H -2.055 2.429 -3.225  -0.112
H -3.693 1.720 -2.882  -0.244
H -3.075 2.884 -1.891  -0.481
H -1.786 4.736 -3.916  0.218
H -2.778 5.121 -2.432  0.062
H -3.130 5.917 -3.947  0.458
C 5.186 2.008 -8.443  -1.257
S 4.715 1.338 -6.840  0.877
O 4.136 -0.019 -7.194  -0.645
C 6.377 1.111 -6.234  -1.055
H 5.815 1.287 -8.954  0.353
H 5.670 3.000 -8.379  0.389
H 4.236 2.089 -8.911  0.350
H 6.763 2.134 -6.263  0.406
H 6.904 0.524 -6.963  0.374
H 6.351 0.731 -5.223  0.248
C -7.252 1.176 0.610  -0.718
S -7.067 3.013 0.441  0.452
O -7.372 3.528 1.808  -0.669
C -5.334 3.022 0.359  -0.229
H -6.620 0.846 1.429  0.166
H -7.009 0.697 -0.326  0.190
H -8.323 1.061 0.881  0.395
H -5.020 3.746 -0.399  0.180
H -4.933 2.040 0.196  0.078
H -5.002 3.317 1.348  0.185
C -1.014 -5.106 -4.754  -0.991
S -0.777 -3.367 -5.160  0.594
O 0.466 -3.008 -4.468  -0.582
C -0.327 -3.780 -6.832  -1.152
H -0.090 -5.587 -5.018  0.427
H -1.928 -5.451 -5.303  0.418
H -1.135 -5.017 -3.616  0.134
H 0.484 -4.500 -6.886  0.312
H -0.014 -2.859 -7.356  0.327
H -1.181 -4.196 -7.387  0.422
C 1.491 -2.315 2.846  0.451
S 2.785 -2.102 1.649  1.028
O 4.035 -2.021 2.485  -0.743
C 2.688 -3.777 1.051  -1.118
H 1.764 -3.205 3.480  0.463
H 0.565 -2.538 2.265  -0.440
H 1.318 -1.383 3.416  -0.674
H 3.320 -3.859 0.174  0.296
H 1.629 -3.960 0.861  0.132
H 3.030 -4.383 1.904  0.488
C -5.329 -1.425 -2.047  -1.168
S -4.159 -2.451 -1.201  0.981
O -4.810 -3.783 -1.218  -0.799
C -2.973 -2.613 -2.496  -0.743
H -5.117 -0.413 -2.410  0.277
H -6.118 -1.427 -1.286  0.266
H -5.737 -1.995 -2.870  0.393
H -3.408 -3.043 -3.400  0.701
H -2.155 -3.232 -2.217  -0.012
H -2.624 -1.609 -2.807  0.007
C 1.200 4.574 0.672  -1.300
S -0.047 3.616 1.390  0.916
O -0.487 4.293 2.598  -0.609
C -1.306 3.791 0.150  -0.830
H 1.597 4.047 -0.170  0.263
H 2.038 4.674 1.348  0.267
H 0.836 5.572 0.417  0.509
H -2.233 3.458 0.606  0.107
H -1.035 3.140 -0.666  0.074
H -1.331 4.821 -0.278  0.528